No. 1
ORCA calculation (ωB97M-V/def2-TZVPD) on a structure of composition C15H23NO4S in a non-equilibrium geometry.

Atoms and positions in Å:
S -0.89982 1.07048 -1.91564
O -2.46556 1.23451 -2.16914
O -1.97370 -0.44073 0.62358
O -0.05995 1.85496 -2.70260
O -0.43329 2.65954 4.04246
N -0.53421 -0.58184 -1.66362
C -0.69157 1.60802 -0.29834
C -0.06279 3.02141 1.50947
C -1.33233 1.10321 2.22325
C 0.02537 2.63545 0.11371
C -3.53183 -0.31850 0.56826
C 0.84486 -2.44294 -2.79120
C -0.54732 2.34591 2.57574
C 1.26664 -3.14465 -0.59483
C 1.92688 -0.71128 -0.24167
C 1.16739 -2.05280 0.45971
C 0.64325 -1.00797 -2.47804
C -1.48496 0.70730 0.93488
C 1.94544 -0.55784 -1.54271
C 0.44615 -3.34805 -1.61125
C 0.38654 3.79173 4.28746
H 0.58822 3.30676 -0.62305
H 1.47095 -3.97389 0.05849
H 2.30191 -3.31279 -0.74563
H 1.03333 3.86938 1.62537
H -3.93485 0.42155 -0.25858
H 0.18522 3.85939 5.46972
H -0.08282 -2.81150 -3.42989
H -1.83032 0.71016 3.00700
H -3.87784 -1.14577 0.47681
H -4.09477 0.32483 1.44049
H 1.50144 -2.21085 1.50894
H 2.07695 0.60194 -1.75006
H 1.30290 0.15461 0.28700
H -0.01357 -1.76612 0.21894
H 2.68346 -1.06153 -2.04852
H 2.90826 -0.72296 0.21040
H 0.97769 -0.40653 -3.50979
H -0.53003 -3.28525 -1.33168
H 0.71450 -4.48613 -2.13027
H 1.32398 3.61763 3.90491
H 1.87911 -2.60337 -3.34248
H -0.01566 4.61612 3.73481
H -1.20322 -1.12158 -2.10241

The calculation puts the lowest unoccupied orbital energy at 0.55 eV. Its HOMO energy is -8.81 eV. Its total energy is -36429.8418 eV. The calculation puts the energy above the lowest of the compared OMol25 structures with the same formula, charge and spin at 329.49 kcal/mol.

Charges computed using natural (NBO), reported in e:
1. S 2.24
2. O -0.93
3. O -0.52
4. O -0.90
5. O -0.51
6. N -0.82
7. C -0.40
8. C -0.31
9. C -0.33
10. C -0.18
11. C -0.21
12. C -0.43
13. C 0.31
14. C -0.50
15. C -0.41
16. C -0.39
17. C -0.07
18. C 0.41
19. C -0.44
20. C -0.37
21. C -0.24
22. H 0.25
23. H 0.23
24. H 0.21
25. H 0.20
26. H 0.22
27. H 0.21
28. H 0.20
29. H 0.23
30. H 0.14
31. H 0.19
32. H 0.23
33. H 0.22
34. H 0.20
35. H 0.22
36. H 0.20
37. H 0.22
38. H 0.23
39. H 0.21
40. H 0.20
41. H 0.18
42. H 0.25
43. H 0.18
44. H 0.40

No. 2
ORCA calculation (ωB97M-V/def2-TZVPD) on a structure of composition C15H24AsBr2N4O2SV in a non-equilibrium geometry.

Atoms and positions in Å:
Br -2.50468 -1.83202 5.97837
Br -2.23408 -3.27460 0.53912
As -1.79255 1.92716 -1.80405
V 0.97373 0.39348 0.25101
S -0.50512 2.18579 -0.05878
O -0.13241 -0.87220 0.56010
O 1.40219 0.01757 -1.59410
N 2.48759 1.76678 0.61820
N 0.60370 0.58509 2.41960
N 1.80847 -1.94119 -2.73189
N 3.05131 0.45295 0.70829
C 1.51200 -2.86678 -1.63904
C 1.01330 1.41296 3.37464
C -2.56792 0.17872 -1.80954
C -1.66592 -2.18242 1.93614
C -1.78552 -1.55498 4.28418
C -0.84878 2.25066 -3.43529
C -0.75030 -1.18508 1.74959
C -3.15700 3.24463 -1.58165
C -2.18386 -2.35917 3.24337
C 2.14552 -2.56764 -4.02754
C -0.31524 -0.35367 2.78634
C 1.74601 -0.65058 -2.63198
C 0.57258 1.34281 4.69714
C -0.82395 -0.50772 4.08262
C -0.34458 0.38319 5.05911
H -0.65421 3.31941 -3.51541
H -0.70050 0.31370 6.07862
H 1.71182 2.19484 3.10512
H 2.00288 -0.07641 -3.52207
H -3.18708 0.06927 -0.92001
H -2.69396 4.22851 -1.51920
H 0.95533 2.05001 5.41853
H -3.81439 3.19600 -2.45102
H -1.47088 1.92547 -4.26920
H 0.49715 -3.24788 -1.74930
H 1.29028 -3.15012 -4.36521
H -1.78503 -0.57817 -1.80580
H -2.90706 -3.14456 3.41202
H 3.85455 0.32261 0.09888
H -3.18325 0.07675 -2.70417
H -3.71728 3.03185 -0.67307
H 0.09144 1.70445 -3.42728
H 2.69773 2.36114 1.41348
H 1.61089 -2.36576 -0.68217
H 2.21972 -3.69042 -1.69620
H 3.00454 -3.21854 -3.88229
H 2.78407 2.23616 -0.23645
H 2.38380 -1.79458 -4.75190
H 3.30491 0.24257 1.67012

The calculation puts the lowest unoccupied orbital energy (spin up / spin down) at -10.90 / -10.00 eV. As for the net charge: +3. Its HOMO energy (spin up / spin down) is -16.70 / -16.73 eV. Its expectation value of S² is 0.814. Its total energy is -263422.3560 eV. As for the spin multiplicity: 2. The calculation puts the energy above the lowest of the compared OMol25 structures with the same formula, charge and spin at 7.33 kcal/mol.

Charges computed using natural (NBO), reported in e:
1. Br 0.23
2. Br 0.20
3. As 1.50
4. V 1.24
5. S -0.41
6. O -0.49
7. O -0.69
8. N -0.59
9. N -0.49
10. N -0.30
11. N -0.61
12. C -0.42
13. C 0.10
14. C -0.96
15. C -0.09
16. C -0.03
17. C -0.96
18. C 0.23
19. C -0.95
20. C -0.23
21. C -0.41
22. C 0.14
23. C 0.55
24. C -0.25
25. C -0.12
26. C -0.03
27. H 0.28
28. H 0.27
29. H 0.19
30. H 0.20
31. H 0.27
32. H 0.28
33. H 0.27
34. H 0.28
35. H 0.28
36. H 0.24
37. H 0.24
38. H 0.25
39. H 0.28
40. H 0.43
41. H 0.28
42. H 0.28
43. H 0.24
44. H 0.43
45. H 0.21
46. H 0.25
47. H 0.25
48. H 0.44
49. H 0.23
50. H 0.43

No. 3
ORCA calculation (ωB97M-V/def2-TZVPD) on a structure of composition C15H24AsN3S2V.

Atoms and positions in Å:
As -1.53708 1.32922 -1.83087
V -0.51237 0.42405 0.46457
S -2.20039 -0.02035 2.05111
S 0.03888 2.00283 2.13307
N -4.04583 0.81206 5.10000
N 0.85643 -1.02567 0.82391
N -0.76945 3.79088 5.26389
C -1.28399 2.91840 4.71688
C -1.91932 1.82906 4.03724
C 2.50496 -2.72744 1.94777
C 1.94823 -4.13633 1.71630
C 0.35858 1.41825 -2.38143
C -1.42627 -1.26299 -3.29170
C 1.60410 -1.76403 1.27971
C -1.41622 1.32941 2.86820
C -2.38973 3.44868 -3.60420
C 2.50734 -2.38040 3.44242
C -2.46275 1.93704 -3.42997
C 3.90882 -2.58451 1.35183
C -1.77419 -0.62832 -1.95110
C -3.09938 1.26449 4.62608
C 1.03086 2.73484 -2.00509
H -3.01553 3.76690 -4.43862
H 4.57018 -3.28345 1.86506
H 2.87375 -1.36936 3.61733
H 4.29938 -1.57667 1.49035
H -2.80442 -0.82525 -1.65343
H 0.40887 1.23208 -3.45640
H 0.88148 0.57332 -1.91201
H -0.38253 -1.09493 -3.56006
H -2.73125 3.97646 -2.71321
H -1.37353 3.78144 -3.81681
H -2.03668 1.41646 -4.28859
H -1.58948 -2.34170 -3.26835
H 0.93986 -4.23569 2.11708
H -3.49682 1.60545 -3.32141
H 2.59646 -4.84697 2.23043
H 3.91972 -2.81881 0.28726
H 1.92813 -4.39163 0.65678
H -1.15913 -1.11212 -1.17178
H 1.07789 2.87371 -0.92350
H 0.49285 3.59553 -2.40226
H -2.04412 -0.86108 -4.09445
H 2.04891 2.77261 -2.39529
H 1.50911 -2.46011 3.87152
H 3.16568 -3.08536 3.95174

The calculation puts the lowest unoccupied orbital energy (spin up / spin down) at -0.13 / -0.12 eV. Its HOMO energy (spin up / spin down) is -7.12 / -7.61 eV. Its expectation value of S² is 3.770. Its total energy is -128610.3857 eV. As for the spin multiplicity: 4. The calculation puts the energy above the lowest of the compared OMol25 structures with the same formula, charge and spin at 2.23 kcal/mol.

Charges computed using natural (NBO), reported in e:
1. As 0.89
2. V 0.79
3. S -0.22
4. S -0.22
5. N -0.34
6. N -0.49
7. N -0.34
8. C 0.30
9. C -0.43
10. C -0.16
11. C -0.59
12. C -0.71
13. C -0.61
14. C 0.49
15. C -0.17
16. C -0.62
17. C -0.59
18. C -0.69
19. C -0.59
20. C -0.69
21. C 0.30
22. C -0.62
23. H 0.22
24. H 0.22
25. H 0.23
26. H 0.23
27. H 0.24
28. H 0.23
29. H 0.20
30. H 0.21
31. H 0.22
32. H 0.21
33. H 0.22
34. H 0.22
35. H 0.23
36. H 0.23
37. H 0.22
38. H 0.22
39. H 0.22
40. H 0.19
41. H 0.22
42. H 0.21
43. H 0.21
44. H 0.22
45. H 0.23
46. H 0.22

No. 4
ORCA calculation (ωB97M-V/def2-TZVPD) on a structure of composition C15H24BF4N3OSiV.

Atoms and positions in Å:
V 0.28108 -0.78768 -0.79647
Si 1.22509 -1.78731 2.07987
F 0.00807 -0.95159 -3.07347
F 2.25583 -1.22669 -2.73155
F 0.81961 -2.98094 -2.40929
F 1.25023 -2.22807 -4.55875
O -1.10896 0.69360 -0.60492
N 0.30138 -0.64971 1.16957
N 1.90837 0.67645 -0.81488
N -1.32115 -2.24999 -0.82039
C 0.13912 -2.97190 3.08446
C -1.91940 1.32304 -2.74785
C -1.25860 3.40214 -3.75772
C -0.64295 0.72305 3.00703
C 2.51467 -1.04136 3.25404
C -1.17177 1.63871 -1.62417
C 2.16139 -2.72575 0.71898
C -0.48457 2.84330 -1.54806
C -1.47135 1.76643 3.38295
C -0.48456 0.36155 1.65714
C -0.52960 3.71975 -2.62107
C -2.18354 2.49362 2.44058
C -1.22049 1.12966 0.72931
C -2.05988 2.16012 1.09788
C -1.95380 2.20288 -3.81604
B 1.11227 -1.87743 -3.24973
H -1.56178 2.01748 4.43304
H -2.83921 3.29964 2.73886
H -2.44644 0.37859 -2.77867
H 1.94795 -3.79621 0.72889
H 2.76078 0.14139 -0.94616
H 3.24168 -2.60675 0.82439
H 1.88755 -2.35469 -0.27435
H -1.29008 4.08673 -4.59477
H -2.52796 1.94964 -4.69734
H -0.56154 -3.51140 2.44299
H 3.16161 -0.32916 2.73644
H 0.00567 4.65872 -2.56695
H 1.82215 1.30067 -1.61055
H -1.46084 -2.50137 -1.79524
H -0.09727 0.16512 3.75779
H 0.06140 3.09417 -0.64679
H -2.61128 2.70172 0.33906
H 2.00795 1.22872 0.02739
H -0.44442 -2.42925 3.83176
H 2.06696 -0.52534 4.10535
H 0.74898 -3.70991 3.61074
H -2.21330 -1.99717 -0.41342
H 3.14804 -1.83914 3.65061
H -0.97311 -3.07805 -0.35057

The calculation puts the lowest unoccupied orbital energy (spin up / spin down) at 0.37 / 0.37 eV. Its HOMO energy (spin up / spin down) is -6.46 / -5.93 eV. Its expectation value of S² is 0.766. Its total energy is -67582.7495 eV. As for the spin multiplicity: 2.

Charges computed using natural (NBO), reported in e:
1. V 1.16
2. Si 1.79
3. F -0.54
4. F -0.55
5. F -0.55
6. F -0.53
7. O -0.56
8. N -1.15
9. N -1.05
10. N -1.05
11. C -1.12
12. C -0.26
13. C -0.22
14. C -0.26
15. C -1.12
16. C 0.35
17. C -1.08
18. C -0.31
19. C -0.20
20. C 0.11
21. C -0.18
22. C -0.26
23. C 0.25
24. C -0.25
25. C -0.18
26. B 1.33
27. H 0.21
28. H 0.22
29. H 0.23
30. H 0.24
31. H 0.40
32. H 0.24
33. H 0.20
34. H 0.22
35. H 0.22
36. H 0.23
37. H 0.23
38. H 0.22
39. H 0.40
40. H 0.41
41. H 0.21
42. H 0.23
43. H 0.23
44. H 0.40
45. H 0.24
46. H 0.23
47. H 0.24
48. H 0.38
49. H 0.24
50. H 0.39